{
  "formula": "C6H6N",
  "method": "ωB97M-V/def2-TZVPD",
  "species": ["H", "C", "C", "H", "H", "C", "C", "H", "H", "N", "C", "C", "H"],
  "coordinates": [[2.5549, 0.1307, 0.8908], [-0.3539, 0.1358, -1.1001], [-0.9296, -0.1033, 0.8838], [0.4908, -1.2768, 2.4304], [-0.7623, -0.0449, -3.2030], [1.4549, 0.1527, 1.0211], [-1.5351, -0.1994, -0.2986], [-2.5696, -0.4766, -0.4608], [0.9244, 0.7043, -2.8059], [0.4752, 0.2812, 0.1371], [-0.0430, 0.2887, -2.3659], [0.2926, -0.1685, 2.0483], [0.0007, 0.5762, 2.8228]],
  "forces_ev_per_a": [[-0.9, 0.1, 0.2], [0.8, 0.5, -1.2], [6.6, 0.7, 0.7], [-0.9, 2.4, -0.4], [0.9, 0.8, 1.7], [-5.2, 0.1, -1.3], [-0.5, -0.5, 1.1], [0.3, 0.0, -0.5], [-1.2, -0.8, 1.2], [-0.6, -0.3, -0.5], [0.4, -0.1, -2.8], [-0.4, -2.2, 2.1], [0.8, -0.8, -0.3]],
  "nbo_charge": [0.28, 0.11, 0.20, 0.29, 0.26, 0.22, -0.21, 0.28, 0.26, -0.28, -0.33, -0.38, 0.28],
  "e_homo_ev": -14.234,
  "e_tot_ha": -286.4721,
  "homo_lumo_gap_ev": 9.1,
  "e_above_lowest_kj_mol": 428.4,
  "total_charge": 1
}

***

{
  "formula": "C28H27N4O8PtSTe",
  "method": "ωB97M-V/def2-TZVPD",
  "species": ["O", "C", "C", "C", "H", "C", "H", "C", "C", "H", "H", "H", "H", "O", "H", "N", "C", "O", "O", "Te", "C", "H", "C", "C", "N", "C", "C", "Pt", "H", "H", "C", "H", "C", "H", "S", "C", "H", "H", "H", "C", "N", "C", "C", "C", "C", "N", "H", "H", "O", "H", "C", "O", "C", "C", "H", "H", "H", "C", "H", "C", "H", "C", "H", "C", "H", "C", "O", "H", "H", "O"],
  "coordinates": [[-5.4230, -4.7663, -2.8230], [-4.6843, -4.6175, -0.2740], [-3.6057, -3.3476, 1.4686], [-4.1268, -3.7648, -1.2001], [3.6646, -2.2444, 0.9652], [1.4435, 0.2732, 0.6918], [4.7911, 4.5548, 0.4443], [0.5108, -0.9805, 4.6853], [2.0052, -0.9066, 1.1875], [0.0976, 4.4662, -2.9849], [-0.4833, -1.4262, 4.6002], [-1.2460, -3.5117, -2.8004], [-0.6209, 2.7775, 1.8239], [-5.6434, -6.2631, 1.6459], [4.7033, 6.8484, -0.1282], [-4.9677, -5.3173, 2.0380], [2.3841, 2.7345, -1.0983], [-3.7277, -3.6308, -3.4785], [-4.7490, -5.1067, 3.2225], [1.6617, 0.7262, -1.3619], [0.5309, 3.5239, -2.6493], [-5.3059, -5.4347, -0.5993], [1.7387, -1.2667, 2.5077], [0.6636, -2.5409, -2.4735], [-4.4267, -4.0820, -2.5950], [-4.4124, -4.4137, 1.0620], [-3.0639, -2.4611, 0.5739], [-1.2918, -0.3165, -1.5116], [1.7073, 5.8722, -2.1927], [3.6752, 1.6354, 1.3451], [3.7859, 6.7990, -0.7160], [2.2224, -2.7057, 0.0487], [0.6408, 1.0840, 1.5092], [1.1981, -1.7340, 5.0743], [-4.8183, 2.9231, -2.3893], [3.3082, 5.3782, -0.8564], [-0.2515, 1.2779, 3.4327], [4.3866, 1.0643, -0.1477], [-0.2273, -4.3017, -1.6004], [-0.2181, -3.7842, -2.5617], [0.2036, -1.6414, -1.6063], [0.9320, -0.4975, 3.3277], [2.8347, -1.8596, 0.3679], [-3.3032, -2.6242, -0.8498], [2.2161, 5.0740, -1.6602], [-2.6593, 1.2332, -1.8040], [0.4527, -0.1602, 5.4031], [3.9848, 7.2492, -1.6910], [1.7242, -2.4533, -3.1039], [0.7826, 2.9345, -3.5347], [0.4179, 0.6858, 2.8188], [-2.8624, -1.8720, -1.7566], [3.9320, 4.3403, -0.1849], [-2.2918, -1.3073, 1.2325], [5.2089, 2.3281, 0.7897], [-0.7751, 2.0519, 0.2305], [-0.2358, 2.9616, -2.1114], [-3.5703, 1.9145, -2.0504], [0.6323, 3.0562, 0.6065], [4.2358, 1.9555, 0.4651], [-3.3916, -3.1883, 2.5148], [1.7405, 3.7745, -1.7886], [3.2333, -1.4096, -0.5391], [-0.0603, 2.3157, 1.0114], [2.1406, -2.2039, 2.8823], [3.4945, 3.0199, -0.2962], [-2.0188, -0.2571, 0.5490], [3.0366, 7.4192, -0.2185], [0.1946, -4.4435, -3.3239], [-2.0553, -1.4102, 2.4357]],
  "forces_ev_per_a": [[0.1, -0.2, 0.1], [0.1, 0.1, 0.0], [0.0, 0.0, -0.1], [0.0, -0.2, 0.0], [0.0, 0.0, 0.0], [0.0, 0.0, 0.0], [0.0, 0.0, 0.0], [0.0, 0.0, 0.0], [0.0, 0.0, 0.0], [0.0, 0.0, 0.0], [0.0, 0.0, 0.0], [0.0, 0.0, 0.0], [0.0, 0.0, 0.0], [0.0, 0.0, 0.0], [0.0, 0.0, 0.0], [0.0, 0.0, 0.0], [0.0, 0.0, 0.0], [0.2, -0.2, 0.0], [0.0, 0.0, 0.0], [0.1, 0.3, 0.0], [0.0, 0.0, 0.0], [0.0, 0.0, 0.0], [0.0, 0.0, 0.0], [0.0, 0.0, -0.1], [-0.3, 0.5, -0.1], [0.0, -0.1, 0.0], [0.0, 0.0, 0.0], [-0.1, 0.2, -0.3], [0.0, 0.0, 0.0], [0.0, 0.0, 0.0], [0.0, 0.0, 0.0], [0.0, 0.0, 0.0], [0.0, 0.0, 0.0], [0.0, 0.0, 0.0], [0.1, -0.1, 0.0], [0.0, 0.0, 0.0], [0.0, 0.0, 0.0], [0.0, 0.0, 0.0], [0.0, 0.0, 0.0], [0.1, 0.0, 0.0], [-0.3, -0.2, 0.5], [0.0, 0.0, 0.0], [0.0, 0.0, 0.0], [0.1, 0.0, 0.0], [0.0, 0.0, 0.0], [0.1, -0.2, 0.0], [0.0, 0.0, 0.0], [0.0, 0.0, 0.0], [-0.1, 0.0, 0.0], [0.0, 0.0, 0.0], [0.0, 0.0, 0.0], [-0.1, 0.1, 0.1], [0.0, 0.0, 0.0], [0.0, 0.1, -0.1], [0.0, 0.0, 0.0], [0.0, 0.0, 0.0], [0.0, 0.0, 0.0], [0.0, 0.2, 0.0], [0.0, 0.0, 0.0], [0.0, 0.0, 0.0], [0.0, 0.0, 0.0], [0.0, 0.0, 0.0], [0.0, 0.0, 0.0], [0.0, 0.1, 0.0], [0.0, 0.0, 0.0], [0.0, 0.0, 0.0], [0.3, -0.1, 0.0], [0.0, 0.0, 0.0], [0.0, 0.0, 0.0], [0.0, 0.0, 0.0]],
  "nbo_charge": [-0.45, -0.12, -0.11, -0.13, 0.20, -0.18, 0.19, -0.63, -0.08, 0.21, 0.25, 0.25, 0.21, -0.44, 0.20, 0.54, -0.31, -0.36, -0.42, 0.65, -0.67, 0.26, -0.19, 0.58, 0.53, -0.10, -0.27, 1.17, 0.20, 0.24, -0.62, 0.24, -0.03, 0.19, -0.37, -0.02, 0.20, 0.23, 0.22, -0.72, -0.65, 0.01, -0.64, 0.53, -0.27, -0.65, 0.20, 0.21, -0.69, 0.22, -0.21, -0.69, -0.23, 0.79, 0.20, 0.25, 0.25, 0.20, 0.21, -0.64, 0.27, 0.10, 0.23, -0.64, 0.19, -0.02, -0.76, 0.21, 0.21, -0.70],
  "e_homo_ev": [-2.380, -2.944],
  "e_tot_ha": -2689.5275,
  "homo_lumo_gap_ev": [6.1, 6.7],
  "e_above_lowest_kj_mol": 17.3,
  "spin_multiplicity": 4,
  "total_charge": -2
}

***

{
  "formula": "C5H9NOS",
  "method": "ωB97M-V/def2-TZVPD",
  "species": ["C", "C", "H", "C", "H", "O", "N", "H", "H", "H", "H", "C", "H", "C", "H", "H", "S"],
  "coordinates": [[2.2530, -0.0706, -0.3822], [-0.0958, -1.0705, 1.2024], [-2.9389, 1.1156, 0.1159], [-1.7829, -0.5098, -0.6844], [3.2622, 0.2628, -0.7283], [-3.0235, 0.1005, -0.1046], [1.3320, 1.0499, -0.1788], [1.8036, -0.7728, -1.1660], [2.3993, -0.6861, 0.6023], [0.7716, -0.6470, 1.7447], [-2.0330, -1.6034, -0.6624], [0.0650, 1.0050, 0.1005], [1.7216, 2.0056, -0.2632], [-0.5697, -0.2928, 0.2133], [-0.7389, -1.9020, 1.6420], [-1.6211, -0.3717, -1.7679], [-0.8044, 2.3874, 0.3167]],
  "forces_ev_per_a": [[0.0, -1.9, 0.4], [-1.6, 0.0, 0.4], [0.6, -2.8, -0.9], [-1.8, -1.2, 1.6], [-1.1, 0.0, 0.3], [1.4, 1.6, -0.5], [3.2, 1.0, -0.5], [0.8, 0.8, 1.1], [-0.1, 1.2, -2.0], [-0.8, -0.8, 0.0], [0.2, 0.8, 0.3], [-0.8, 0.6, -0.3], [-0.4, -1.0, 0.2], [-0.5, -0.9, 0.1], [1.4, 0.9, -0.8], [0.0, 1.0, 0.5], [-0.4, 0.6, 0.1]],
  "nbo_charge": [-0.43, -0.35, 0.50, -0.10, 0.23, -0.75, -0.56, 0.22, 0.21, 0.20, 0.19, 0.12, 0.42, -0.10, 0.23, 0.19, -0.21],
  "e_homo_ev": -8.473,
  "e_tot_ha": -724.0319,
  "homo_lumo_gap_ev": 8.9,
  "smiles": "C=C(CO)C(=S)NC",
  "e_above_lowest_kj_mol": 230.8
}